# FHNO3

A structure of composition FHNO3 (the ωB97M-V functional and the def2-TZVPD basis, OMol25).

CARTESIAN COORDINATES (ANGSTROEM)
1 N 0.622 0.290 -0.005
2 O 0.856 0.505 1.133
3 O 1.259 0.586 -0.991
4 O -1.448 0.468 0.124
5 F 0.362 -1.410 -0.159
6 H -1.651 -0.439 -0.102

Values from the calculation:
- Total energy: -10361.8285 eV
- Gap between HOMO and LUMO (alpha / beta): 0.340 / 0.300 Eh
- HOMO level (alpha / beta): -5.1 / -4.2 eV
- Maximum force: 1.556 eV/Å
- Energy above the lowest of the compared OMol25 structures with the same formula, charge and spin: 18.2 kcal/mol
- 2S+1: 1
- LUMO (alpha / beta): 4.1006 / 3.9547 eV
- Total charge: -1
- Molecular weight: 82.0 g/mol